(1)
68
Properties=species:S:1:pos:R:3 method="wB97M-V/def2-TZVPD" lumo_energy_ev=0.59 energy_ha=-1622.45457 homo_lumo_gap_ev=9.553 e_above_lowest_kcal_mol=3.8
C -6.63382 -0.44401 2.32865
C -5.83351 -1.12957 1.28605
C -4.61743 -0.85019 0.73297
C -4.43496 -1.89678 -0.20811
N -5.46231 -2.71533 -0.20176
O -6.33323 -2.24322 0.72469
N -3.38123 -2.13069 -1.06475
C -2.24407 -1.38028 -1.16782
O -2.04063 -0.39182 -0.50070
C -1.27181 -1.92874 -2.19539
H -0.95906 -2.92208 -1.86299
H -1.77038 -2.01950 -3.16194
C -0.04844 -1.01803 -2.29898
C 0.60196 -0.96138 -0.92801
O 0.72845 -1.97325 -0.24917
N 1.03032 0.23770 -0.48442
C 1.18130 1.42174 -1.30023
H 1.92653 2.05230 -0.81145
H 1.57692 1.13857 -2.28016
C -0.14203 2.20543 -1.51587
C -0.03657 3.67802 -1.11537
H -1.03290 4.07874 -0.92391
C 0.54738 4.29623 -2.38316
H 1.62729 4.14913 -2.41028
C -0.13499 3.47120 -3.47569
H -1.05842 3.95300 -3.82002
O -0.48053 2.21907 -2.89849
H 0.51102 3.29851 -4.34219
H 0.33399 5.35796 -2.47774
H 0.58120 3.83574 -0.23579
H -0.94703 1.68189 -0.99176
C 1.50053 0.31847 0.90230
C 0.93203 1.54038 1.57514
C -0.44880 1.59126 1.75922
C -1.00867 2.69972 2.36700
C -0.16219 3.72124 2.77336
N 1.14695 3.68247 2.60698
C 1.68202 2.62130 2.02511
H 2.75626 2.64210 1.91164
H -0.54600 4.61259 3.25276
H -2.07408 2.77088 2.52389
H -1.06479 0.77294 1.41511
H 1.08787 -0.56433 1.40736
C 3.02806 0.16610 0.83048
O 3.80908 1.09350 0.74145
N 3.38692 -1.12735 0.78899
H 2.65859 -1.82950 0.73371
C 4.74237 -1.56995 0.54572
C 5.17325 -2.61439 1.59048
H 6.22351 -2.46805 1.84338
C 4.99207 -3.95821 0.89019
H 3.93898 -4.24342 0.88675
H 5.56509 -4.75575 1.36025
C 5.45542 -3.65752 -0.53182
H 5.12848 -4.40813 -1.24960
H 6.54493 -3.60716 -0.55930
C 4.85668 -2.27948 -0.82227
H 5.45983 -1.70850 -1.52569
H 3.85722 -2.38872 -1.24734
H 4.58544 -2.52621 2.50270
H 5.36060 -0.67054 0.59444
H -0.35258 -0.03347 -2.64259
H 0.66641 -1.44401 -3.00694
H -3.48875 -2.95738 -1.63559
H -3.94767 -0.04555 0.94032
H -6.93783 -1.15595 3.09347
H -6.04748 0.34966 2.78077
H -7.53537 -0.01883 1.88947

***

(2)
50
Properties=species:S:1:pos:R:3 method="wB97M-V/def2-TZVPD" lumo_energy_ev="0.38 / -0.33" energy_ha=-1091.32742 multiplicity=2 homo_lumo_gap_ev="9.562 / 9.243"
C 2.27106 -2.64188 0.20928
C 0.71722 -2.41271 0.09042
O 0.03266 -3.23629 0.64335
N 0.18751 -1.30150 -0.68772
C -0.70292 -1.74026 -1.76238
C -1.89072 -2.73202 -1.61152
O -0.47357 -1.33505 -2.87206
C -0.36479 -0.19655 0.13973
C -1.62769 -0.64633 0.99115
C -1.56618 -1.19287 2.32320
C -2.70098 -1.61138 3.10294
N -3.95284 -1.51374 2.61146
C -4.04242 -0.96825 1.38647
C -3.01088 -0.50521 0.49957
C 0.67044 0.37839 1.21339
C 1.77159 1.32717 0.62100
C 2.95867 0.56178 -0.09657
C 2.47036 2.01412 1.88653
N 1.24600 2.44594 -0.20743
O 0.66738 3.28445 0.61292
C 0.27333 1.99839 -1.23609
C -0.46742 3.32477 -1.72771
C 0.97036 1.44343 -2.55174
C -0.86185 1.06127 -0.69664
H 2.73816 -2.43403 -0.77824
H 2.65638 -1.97924 1.02575
H 2.45457 -3.68900 0.53764
H -2.72018 -2.46037 -2.30650
H -1.50041 -3.74423 -1.90961
H -2.23973 -2.85579 -0.55872
H -0.55936 -1.32787 2.77998
H -2.52974 -2.05084 4.11045
H -5.08169 -0.87672 0.98519
H -3.23302 -0.08114 -0.50352
H 1.09262 -0.41562 1.87484
H 0.04136 1.02217 1.88685
H 3.66938 1.27045 -0.58945
H 3.55181 -0.02343 0.65200
H 2.60538 -0.17121 -0.85449
H 1.75699 2.20741 2.71448
H 3.00779 2.94105 1.55960
H 3.27364 1.31125 2.22465
H -1.31970 3.60190 -1.06943
H -0.79691 3.24147 -2.79180
H 0.25355 4.18498 -1.70565
H 1.35342 0.40898 -2.43894
H 1.78133 2.13828 -2.89707
H 0.18820 1.48856 -3.34979
H -1.57066 0.80676 -1.51607
H -1.44749 1.68058 0.03628